Entry 1:
C3H14O3S2 | ωB97M-V with the def2-TZVPD basis set

Properties
* E_LUMO: 0.2547 eV
* total energy: -31149.682 eV
* energy relative to the best compared isomer or geometry (same formula, charge and spin): 172.3 kJ/mol
* structure (SMILES): CCCSS.O.O.O
* total charge: 0

```
22
Properties=species:S:1:pos:R:3:forces:R:3
C -1.68973 1.83983 2.69958 -0.4 0.9 1.2
C -1.42061 2.03713 1.25120 -0.9 -1.1 -2.6
C -1.82694 0.68257 0.54227 -0.6 0.8 -0.9
S -1.30007 0.80476 -1.27520 -1.1 1.0 2.0
S -0.26658 -0.88558 -1.53308 0.9 -3.0 -0.4
H -2.32429 0.96954 2.79082 0.2 -0.5 0.6
H -2.25604 2.63570 3.18496 -0.1 0.3 -0.3
H -0.77001 1.80196 3.28173 0.0 -0.6 0.0
H -2.18374 2.65635 0.71779 1.3 0.8 0.8
H -0.32383 2.21920 1.01301 -1.6 0.2 0.1
H -1.33477 -0.06765 1.11380 0.7 -1.1 -0.3
H -2.93970 0.39428 0.50784 1.6 0.9 0.3
H -0.16757 -1.60882 -0.34157 -0.5 1.4 -0.8
O 3.33866 -2.09534 -0.30268 1.0 -1.4 0.6
H 4.12105 -1.70255 0.10481 -0.1 -0.1 -0.1
H 2.79492 -1.35088 -0.50415 -0.7 1.4 -0.3
O 0.98330 -1.85055 1.77181 0.4 -2.3 -1.9
H 0.69752 -2.54278 1.08802 -0.1 1.4 1.5
H 1.92203 -2.13754 1.69742 -0.2 0.9 0.4
O 2.36410 0.41108 -0.74132 -0.8 0.6 -1.7
H 2.59910 0.47630 -1.71096 -0.2 0.0 1.6
H 1.36683 0.47136 -0.79188 1.5 -0.2 0.2
```
Positions in Å, forces in eV/Å.

***

Entry 2:
C4H11NORb | ωB97M-V with the def2-TZVPD basis set

Properties
* multiplicity: 2
* E_LUMO (spin up / spin down): 0.2789 / 0.2995 eV
* total energy: -8516.630 eV
* energy relative to the best compared isomer or geometry (same formula, charge and spin): 20.2 kJ/mol
* ⟨S²⟩: 0.750
* total charge: 0

```
18
Properties=species:S:1:pos:R:3:forces:R:3
Rb -3.20235 0.93876 1.08369 -0.2 0.0 0.0
C 1.28138 -0.15231 1.97369 -0.5 -0.1 -0.9
C 0.09204 -0.00255 1.02316 -0.1 1.6 0.9
C 0.41299 0.16288 -0.42049 0.2 0.5 -1.1
O -0.77522 0.29469 -1.26165 0.4 0.5 -0.3
C -0.46573 0.59848 -2.64897 0.7 -0.4 0.1
N -0.80137 -1.07746 1.13625 -1.6 -2.7 0.1
H 1.93981 0.71534 1.93181 0.0 -0.1 0.1
H 1.82383 -1.04946 1.67541 0.3 -0.1 0.3
H 0.83226 -0.26944 2.95993 0.4 -0.1 0.1
H -0.48878 0.81237 1.45520 0.3 1.0 -0.5
H 0.89500 -0.79048 -0.63701 0.5 0.0 -0.7
H 1.06525 1.01970 -0.58934 0.2 0.0 -0.2
H -0.04656 -0.26338 -3.16818 0.2 -0.3 0.3
H 0.25608 1.40512 -2.77711 0.2 0.1 0.5
H -1.28486 0.89697 -3.30321 -0.8 -0.1 1.0
H -1.17598 -1.27910 0.22021 -0.5 0.1 -0.2
H -0.35786 -1.96016 1.34659 0.3 -0.1 0.5
```
Positions in Å, forces in eV/Å.

***

Entry 3:
C24H28N4O5 | ωB97M-V with the def2-TZVPD basis set

Properties
* E_LUMO: 0.4631 eV
* total energy: -41543.767 eV
* energy relative to the best compared isomer or geometry (same formula, charge and spin): 12.1 kJ/mol
* structure (SMILES): CC(C)C[C@H](NC(=O)N1CC(=O)Nc2ccccc21)C(=O)N[C@@H](Cc1ccccc1)C(=O)O
* total charge: 0

```
61
Properties=species:S:1:pos:R:3:forces:R:3
C 2.16699 4.38491 1.29875 -0.1 0.0 -0.3
C 1.17087 3.76231 0.32241 0.0 -0.1 0.2
C -0.25512 4.14752 0.70723 0.2 0.1 -0.2
C 1.36582 2.24215 0.30774 -0.1 0.4 -0.3
C 0.50347 1.51414 -0.72939 0.4 -0.2 0.1
N -0.86520 1.26174 -0.28428 -0.2 0.0 -0.3
C -1.19480 0.56316 0.82712 -0.1 0.2 -0.1
O -0.41515 0.25334 1.71347 0.2 0.0 0.3
N -2.53170 0.20158 0.92863 -0.1 -0.2 0.2
C -2.84332 -0.95272 1.74552 0.2 -0.2 0.3
C -3.27289 -2.10992 0.85437 0.2 0.2 0.2
O -2.90301 -3.25749 0.99030 0.0 -0.3 0.1
N -4.12352 -1.73116 -0.12905 -0.3 -0.2 -0.4
C -4.40762 -0.40153 -0.43777 0.2 0.5 0.0
C -5.46781 -0.06045 -1.26475 0.0 0.0 0.1
C -5.68696 1.26483 -1.59687 0.0 -0.1 0.0
C -4.85137 2.25312 -1.10209 0.0 0.1 -0.1
C -3.79391 1.92402 -0.27248 -0.1 -0.1 0.0
C -3.55612 0.59517 0.06180 -0.4 0.2 -0.3
C 1.16516 0.19248 -1.17299 -0.2 0.5 0.0
O 1.45269 -0.01896 -2.33412 0.1 0.0 -0.4
N 1.37796 -0.67061 -0.16945 0.2 -0.4 0.3
C 1.91677 -1.98860 -0.37646 0.0 -0.1 0.0
C 3.19340 -2.19306 0.46404 -0.1 0.0 -0.3
C 4.18008 -1.10782 0.14286 0.0 -0.1 0.1
C 4.26130 0.02626 0.93976 0.1 0.0 0.0
C 5.12464 1.05711 0.61173 0.0 0.1 0.1
C 5.91430 0.96646 -0.52113 0.1 0.1 0.0
C 5.83961 -0.16140 -1.32106 0.1 0.0 -0.1
C 4.97669 -1.19068 -0.99164 0.0 0.0 0.1
C 0.89984 -3.07599 -0.03490 0.2 0.0 -0.2
O 1.16194 -4.24641 0.01616 0.1 -0.1 0.0
O -0.30727 -2.57465 0.21222 -0.6 0.2 0.1
H 1.98635 4.01866 2.30688 0.0 0.0 0.2
H 3.18644 4.13206 1.01737 0.2 0.0 0.0
H 2.07177 5.46822 1.30465 0.0 0.1 0.0
H 1.38039 4.15086 -0.68102 0.0 0.0 0.0
H -0.33847 5.22688 0.81565 -0.1 0.1 0.0
H -0.96117 3.82736 -0.05447 -0.2 0.0 0.0
H -0.52865 3.68410 1.65277 -0.1 -0.1 0.1
H 2.41113 2.02725 0.07417 0.0 0.0 0.0
H 1.15145 1.84429 1.29866 0.1 0.0 0.0
H 0.42419 2.13386 -1.62855 0.0 -0.2 0.1
H -1.55997 1.29092 -1.01518 0.0 -0.1 0.1
H -3.65793 -0.71723 2.44198 0.1 -0.1 0.0
H -1.95188 -1.22428 2.31278 -0.2 0.0 -0.1
H -4.52670 -2.45493 -0.71033 0.2 0.0 0.1
H -6.11054 -0.83724 -1.65118 -0.1 -0.1 0.0
H -6.51135 1.52506 -2.24166 -0.1 0.0 -0.1
H -5.02754 3.28676 -1.35521 0.0 0.1 0.0
H -3.15395 2.69202 0.13364 0.1 0.1 0.1
H 1.02786 -0.44629 0.75674 0.0 0.1 -0.2
H 2.16151 -2.06933 -1.44373 -0.1 -0.1 0.2
H 2.92618 -2.16031 1.52215 0.0 -0.1 0.0
H 3.59706 -3.17988 0.23656 0.0 0.0 0.1
H 3.64561 0.10311 1.82457 -0.1 0.0 0.1
H 5.17959 1.93318 1.24228 0.0 0.1 0.1
H 6.58609 1.77166 -0.78003 0.1 0.1 0.0
H 6.45378 -0.23694 -2.20622 0.0 0.0 -0.1
H 4.91841 -2.06751 -1.61998 0.0 -0.1 -0.1
H -0.95048 -3.26331 0.47763 0.2 0.0 -0.1
```
Positions in Å, forces in eV/Å.

***

Entry 4:
C6H7N3O4 | ωB97M-V with the def2-TZVPD basis set

Properties
* E_LUMO: -0.5183 eV
* total energy: -18991.112 eV
* energy relative to the best compared isomer or geometry (same formula, charge and spin): 494.5 kJ/mol
* total charge: 0

```
20
Properties=species:S:1:pos:R:3:forces:R:3
C 2.50587 -1.14746 -0.44819 0.0 -0.6 -0.6
C 2.02607 -0.65128 0.75334 -0.1 -0.1 1.0
C -0.34790 0.43986 1.06976 2.3 -1.3 0.9
C -1.77079 -0.01858 -0.75106 -1.2 -0.8 -0.1
C -0.30562 0.91403 2.51021 2.3 -2.2 -1.0
C -1.73016 0.86257 -1.90768 -1.0 0.3 0.6
N 0.61127 -0.24305 0.42551 0.2 0.8 0.9
N 0.39809 -0.61927 -0.84684 -3.8 1.8 -0.3
N 1.44246 -1.09262 -1.34123 1.9 -1.5 -0.4
O 1.39358 -1.52003 -2.49909 0.7 -0.1 -0.2
O 2.42096 -0.55334 1.88002 0.5 0.3 1.0
O -1.46709 0.62642 0.50994 -0.9 0.9 -0.6
O -2.28760 -1.06680 -0.66423 -0.5 -0.8 0.2
H 3.30761 -1.86901 -0.60286 -0.2 0.7 0.0
H 0.72483 1.35446 2.65965 -1.3 -0.6 0.5
H -0.50347 -0.05050 3.10223 0.6 1.6 -0.4
H -1.11337 1.58541 2.59558 -0.7 0.9 0.4
H -2.72784 1.32813 -1.95283 0.4 0.2 -0.1
H -1.64775 0.16543 -2.69912 0.4 -0.2 -1.2
H -0.92917 1.55564 -1.79310 0.4 0.6 -0.5
```
Positions in Å, forces in eV/Å.